Record 1
Density functional theory data (wB97M-V/def2-TZVPD) for a 2-piece molecular cluster, C9H17F3O4 overall in a non-equilibrium geometry.

As for the HOMO energy: -10.04 eV. The calculation puts the HOMO-LUMO gap at 0.3925 Ha. Its LUMO energy is 0.024 hartree.

Positions of all 33 atoms, in Å:
1 F 3.1219 3.8222 -3.8386
2 F 3.9689 1.6580 -3.6528
3 F 2.8546 2.6235 -1.9210
4 O -0.6870 -3.5221 2.6574
5 O -2.4667 -3.1715 1.3928
6 O 0.5808 2.0335 -2.8981
7 O -1.7661 0.8222 -0.7468
8 C 1.5699 1.9187 -3.9293
9 C 2.9364 2.5439 -3.3246
10 C -2.5290 2.0092 -1.0557
11 C 0.1952 0.7537 -2.3533
12 C 0.5606 -3.1003 3.2239
13 C -1.3386 -1.2200 2.1003
14 C 0.3671 -2.5524 4.6231
15 C -0.3471 1.0507 -0.8564
16 C -1.5296 -2.7082 1.9953
17 H -0.0224 2.1043 -0.5608
18 H 0.2271 0.3254 -0.1873
19 H -0.1262 -3.2922 5.2574
20 H -0.2970 -0.9206 2.1981
21 H -3.4393 1.9877 -0.3675
22 H 1.0737 -2.3964 2.5655
23 H -0.6837 0.3036 -2.9231
24 H 1.2554 2.6503 -4.7509
25 H 1.0199 -0.0265 -2.3520
26 H 1.3285 -2.2911 5.0699
27 H -0.2661 -1.6631 4.6216
28 H -1.9308 2.9656 -0.9360
29 H 1.1890 -3.9920 3.2716
30 H -1.7022 -0.7570 1.1822
31 H -1.9142 -0.8434 2.9474
32 H -2.9304 2.0128 -2.1285
33 H 1.7274 0.8717 -4.3236

Atomic forces in eV per Å
0.47 -2.32 1.11
-1.03 2.21 0.62
0.74 0.06 -2.84
0.19 -0.54 -0.17
0.59 -0.09 0.37
0.56 -1.67 -1.02
1.15 1.40 -0.03
0.08 1.84 0.29
-1.20 -1.10 0.24
-1.06 0.20 -0.30
-1.27 0.00 1.17
-0.02 0.10 0.22
0.37 0.29 -0.45
-0.15 0.13 0.08
1.23 -0.82 -0.75
-0.67 0.24 -0.19
-0.62 -1.27 -0.43
-1.19 0.84 -0.58
0.11 -0.02 -0.08
-0.01 0.01 0.27
1.28 0.22 -0.87
-0.11 0.04 0.02
1.05 0.61 0.50
0.54 -1.26 0.88
-0.64 1.19 0.04
-0.04 -0.03 -0.02
0.11 0.01 -0.03
-0.66 -1.17 0.13
-0.23 -0.04 -0.14
-0.23 -0.08 0.14
0.06 -0.02 -0.03
0.68 -0.21 1.30
-0.10 1.22 0.56

Atomic charges from the Löwdin analysis, expressed in e, are listed below:
1 F 0.09
2 F 0.07
3 F 0.08
4 O 0.00
5 O 0.10
6 O -0.18
7 O -0.23
8 C -0.07
9 C -0.42
10 C -0.10
11 C -0.15
12 C -0.23
13 C 0.01
14 C -0.07
15 C -0.18
16 C -0.52
17 H 0.13
18 H 0.12
19 H 0.08
20 H 0.07
21 H 0.10
22 H 0.11
23 H 0.14
24 H 0.15
25 H 0.13
26 H 0.08
27 H 0.07
28 H 0.10
29 H 0.12
30 H 0.07
31 H 0.10
32 H 0.10
33 H 0.14

---

Record 2
Density functional theory data (wB97M-V/def2-TZVPD) for one molecule with the formula CH2BNO in a non-equilibrium geometry.

As for the HOMO energy: -11.91 eV. The calculation puts the HOMO-LUMO gap at 0.4327 Ha. The calculation puts the relative energy (zero: lowest compared OMol25 entry of this formula, charge and spin) at 9.1 kcal/mol. Its LUMO energy is -0.005 hartree.

Positions of all 6 atoms, in Å:
1 O -0.5897 -1.1194 -0.5804
2 N 1.4411 0.6711 1.8048
3 C 0.9620 0.3364 0.8142
4 B -0.0456 0.1249 -0.3395
5 H -1.3801 -1.2582 -1.0236
6 H -0.3879 1.2452 -0.6756

Atomic forces in eV per Å
3.34 1.63 1.88
0.23 -0.02 -0.06
0.09 -0.57 0.15
-1.26 -0.23 0.24
-2.15 0.12 -1.57
-0.26 -0.94 -0.63

Atomic charges from the Löwdin analysis, expressed in e, are listed below:
1 O 0.13
2 N 0.14
3 C -0.14
4 B -0.28
5 H 0.06
6 H 0.08

---

Record 3
Density functional theory data (wB97M-V/def2-TZVPD) for a 2-piece molecular cluster, C27H23NO4 overall in a non-equilibrium geometry.

As for the HOMO energy: -6.95 eV. The calculation puts the HOMO-LUMO gap at 0.1577 Ha. The calculation puts the relative energy (zero: lowest compared OMol25 entry of this formula, charge and spin) at 44.1 kcal/mol. Its LUMO energy is -0.098 hartree.

Positions of all 55 atoms, in Å:
1 O 2.8827 -3.4862 -1.5064
2 O 4.1058 -0.0771 3.5574
3 O -5.3237 2.3771 2.9940
4 O -1.6268 -3.4977 -1.6132
5 N 0.6264 -3.0308 -1.4921
6 C 1.9369 0.6795 -3.8835
7 C -3.6319 2.8878 1.3800
8 C -3.3367 0.9236 2.7275
9 C -1.6802 1.5048 1.0674
10 C -5.7482 1.5001 4.0106
11 C -0.4278 1.1844 0.3739
12 C 0.8589 0.8721 -6.0094
13 C 0.7431 1.0033 -3.2256
14 C -0.3263 1.2047 -5.3818
15 C -2.4651 2.6176 0.7190
16 C 1.9880 0.6108 -5.2563
17 C 0.7609 0.8174 1.1555
18 C 1.2960 -5.2364 -1.5973
19 C -2.1467 0.6776 2.1018
20 C -0.0307 -5.2390 -1.6252
21 C 0.7128 1.0240 -1.7922
22 C 1.1544 1.6290 2.2344
23 C 4.8378 -1.2343 3.2348
24 C 2.6002 -0.6603 1.6749
25 C -0.4625 -3.8449 -1.5779
26 C 1.7201 -3.8409 -1.5284
27 C 2.2546 1.3221 2.9853
28 C 3.0108 0.1656 2.7352
29 C -0.3888 1.2710 -4.0102
30 C -4.1135 2.0445 2.3954
31 C -0.4000 1.2295 -1.0377
32 C 1.5223 -0.3374 0.8968
33 H 5.6837 -1.3146 3.9176
34 H 3.1354 -1.5681 1.4725
35 H -1.2078 1.4173 -5.9656
36 H 1.6432 0.8351 -1.2891
37 H -1.3310 1.4250 -1.5335
38 H -3.6927 0.2271 3.4633
39 H 0.9011 0.8244 -7.0854
40 H 1.2226 -1.0015 0.1047
41 H 1.9528 -6.0927 -1.6107
42 H -5.9306 0.5077 3.5972
43 H 0.5832 2.5185 2.4454
44 H -6.6794 1.8833 4.4277
45 H -2.1136 3.2822 -0.0501
46 H -4.2178 3.7515 1.1216
47 H 2.8185 0.4827 -3.2974
48 H 2.9144 0.3551 -5.7445
49 H 2.5631 1.9670 3.7894
50 H 5.2155 -1.1642 2.2138
51 H -1.3165 1.5432 -3.5411
52 H -5.0002 1.4586 4.8023
53 H 4.2038 -2.1132 3.3547
54 H -0.6840 -6.0973 -1.6659
55 H -1.5664 -0.1886 2.3668

Atomic forces in eV per Å
1.22 0.36 0.13
-1.66 0.82 -0.90
1.66 -0.07 -1.11
-0.99 0.26 0.03
0.14 0.63 0.05
-0.06 0.07 0.36
-0.77 0.07 0.45
-1.11 0.30 0.40
0.17 0.10 0.21
-0.21 -0.21 0.32
0.43 -0.15 -0.35
0.12 -0.03 -0.07
-0.03 -0.03 -0.32
-0.35 0.14 0.05
0.37 -0.52 -0.04
0.29 -0.04 -0.16
-0.23 -0.25 0.09
-0.68 -1.82 -0.09
0.84 0.32 -0.61
0.71 -1.82 -0.06
0.12 -0.17 -0.29
-0.49 -0.23 -0.23
0.32 -0.45 -0.07
1.00 -0.07 0.87
0.23 1.44 0.12
-0.57 1.41 0.09
0.70 -0.18 0.41
0.28 -0.04 0.20
0.05 0.00 0.17
-0.34 0.14 0.10
-0.41 0.13 0.90
-0.72 0.62 -0.34
-0.17 0.20 0.03
0.03 -0.25 -0.22
-0.10 0.01 -0.07
0.35 0.00 0.11
-0.33 -0.01 -0.05
0.02 -0.15 0.19
0.02 -0.04 -0.15
-0.10 -0.44 -0.31
0.15 0.04 -0.03
0.00 -0.12 0.12
-0.06 0.16 0.14
0.12 0.11 -0.18
0.00 0.19 -0.21
-0.13 0.23 -0.05
0.17 -0.14 0.11
0.11 -0.05 -0.05
0.06 0.15 0.18
0.03 -0.18 -0.03
-0.23 0.00 0.06
-0.02 -0.14 0.11
0.11 -0.16 -0.11
-0.14 0.05 -0.03
0.09 -0.22 0.11

Atomic charges from the Löwdin analysis, expressed in e, are listed below:
1 O -0.01
2 O -0.07
3 O -0.07
4 O 0.00
5 N 0.10
6 C 0.00
7 C 0.01
8 C 0.00
9 C -0.17
10 C -0.09
11 C -0.03
12 C -0.05
13 C -0.19
14 C -0.06
15 C -0.01
16 C -0.06
17 C -0.18
18 C -0.01
19 C 0.01
20 C -0.01
21 C 0.07
22 C -0.01
23 C -0.09
24 C 0.01
25 C -0.60
26 C -0.60
27 C 0.01
28 C -0.21
29 C 0.00
30 C -0.22
31 C 0.01
32 C 0.00
33 H 0.10
34 H 0.11
35 H 0.11
36 H 0.12
37 H 0.11
38 H 0.11
39 H 0.11
40 H 0.10
41 H 0.10
42 H 0.10
43 H 0.12
44 H 0.10
45 H 0.12
46 H 0.12
47 H 0.12
48 H 0.11
49 H 0.12
50 H 0.10
51 H 0.11
52 H 0.10
53 H 0.10
54 H 0.10
55 H 0.13

---

What did the second record say?
Density functional theory data (wB97M-V/def2-TZVPD) for one molecule with the formula CH2BNO in a non-equilibrium geometry.

As for the HOMO energy: -11.91 eV. The calculation puts the HOMO-LUMO gap at 0.4327 Ha. The calculation puts the relative energy (zero: lowest compared OMol25 entry of this formula, charge and spin) at 9.1 kcal/mol. Its LUMO energy is -0.005 hartree.

Positions of all 6 atoms, in Å:
1 O -0.5897 -1.1194 -0.5804
2 N 1.4411 0.6711 1.8048
3 C 0.9620 0.3364 0.8142
4 B -0.0456 0.1249 -0.3395
5 H -1.3801 -1.2582 -1.0236
6 H -0.3879 1.2452 -0.6756

Atomic forces in eV per Å
3.34 1.63 1.88
0.23 -0.02 -0.06
0.09 -0.57 0.15
-1.26 -0.23 0.24
-2.15 0.12 -1.57
-0.26 -0.94 -0.63

Atomic charges from the Löwdin analysis, expressed in e, are listed below:
1 O 0.13
2 N 0.14
3 C -0.14
4 B -0.28
5 H 0.06
6 H 0.08

---

Question: Which formula does entry 3 have?
Answer: C27H23NO4